18
Properties=species:S:1:pos:R:3 method="wB97M-V/def2-TZVPD" relative_energy_kcal_mol=55.1 multiplicity=1 e_homo_ev=-8.9 fmax_ev_per_a=3.540 e_tot_ev=-19160.51454 e_lumo_ev=0.761
C 2.62610 -1.18613 -1.61131
C -1.39051 -0.94894 1.18084
C -0.75860 1.46787 1.25429
C 0.20186 -0.04957 -0.58935
C -0.41427 0.11101 0.76929
N 2.56196 -0.70707 -2.62708
N 0.14004 0.85771 -1.60819
S 1.34036 -0.31236 0.97280
H -0.95330 -1.99092 1.03173
H -2.25782 -1.07322 0.46627
H -1.97243 -0.89530 2.13620
H 0.06824 2.05028 1.01868
H -1.03172 1.47541 2.30339
H -1.73702 1.69220 0.89752
H -0.09263 -1.02230 -0.99576
H 0.27339 0.43549 -2.51716
H 0.74376 1.65534 -1.45212
H 2.65259 -1.55949 -0.63003